a:
Formula: C5H12O2
Source: OMol25
Level of theory: wB97M-V/def2-TZVPD

The calculation puts the highest occupied orbital energy at -8.0 eV. For the HOMO-LUMO gap, the calculation gives 8.9 eV. The molecular weight comes out at 104.1 g mol⁻¹. As for the multiplicity: 1.

The geometry in XYZ format:
```
19
C5H12O2 | OMol25 | wB97M-V/def2-TZVPD
C -2.304 -1.434 -0.010
C -1.071 -0.976 -0.791
C -0.159 -0.037 -0.054
O 0.411 -1.001 1.486
C 1.184 0.205 -0.480
C 1.741 1.604 -0.330
O 1.547 2.023 1.032
H -2.947 -2.074 -0.630
H -1.997 -1.993 0.881
H -2.902 -0.570 0.313
H -1.388 -0.405 -1.683
H -0.492 -1.829 -1.171
H -0.667 0.774 0.477
H 0.412 -0.293 2.160
H 1.509 -0.327 -1.379
H 1.295 -0.609 0.732
H 1.239 2.325 -1.011
H 2.812 1.606 -0.603
H 1.755 2.969 1.079
```

=====

b:
Formula: C5H12O2
Source: OMol25
Level of theory: wB97M-V/def2-TZVPD

The calculation puts the highest occupied orbital energy at -9.7 eV. For the HOMO-LUMO gap, the calculation gives 10.4 eV. The molecular weight comes out at 104.1 g mol⁻¹. As for the multiplicity: 1.

The geometry in XYZ format:
```
19
C5H12O2 | OMol25 | wB97M-V/def2-TZVPD
O 0.295 -3.563 -1.022
C 0.723 -2.522 -1.488
C 0.277 -1.258 -0.806
C 0.755 -0.678 0.601
C 0.131 0.816 0.817
C 1.162 1.810 0.285
H 1.253 -2.514 -2.487
H 0.634 -0.450 -1.567
H -0.803 -1.147 -0.793
H 0.440 -1.471 1.294
H 1.794 -0.528 0.454
H -0.856 1.122 0.433
H 0.141 0.936 1.903
H 2.181 1.721 0.721
H 1.430 1.680 -0.690
H 0.866 2.831 0.467
H -3.579 0.962 1.380
H -3.554 0.822 -0.099
O -3.291 1.430 0.598
```

=====

Most stable structure, least stable structure: b, a.

=====

a:
Formula: C5H12O2
Source: OMol25
Level of theory: wB97M-V/def2-TZVPD

The calculation puts the highest occupied orbital energy at -10.2 eV. For the HOMO-LUMO gap, the calculation gives 10.9 eV. The molecular weight comes out at 104.1 g mol⁻¹. As for the multiplicity: 1.

The geometry in XYZ format:
```
19
C5H12O2 | OMol25 | wB97M-V/def2-TZVPD
C 2.972 -0.477 0.697
C 1.851 0.252 -0.055
C 0.523 0.050 0.627
O -0.072 0.926 1.219
C -1.533 0.303 -1.843
C -2.594 0.615 -1.106
O -2.365 -0.792 1.741
H 3.932 -0.307 0.201
H 3.054 -0.114 1.727
H 2.797 -1.558 0.729
H 1.780 -0.145 -1.077
H 2.049 1.327 -0.108
H 0.092 -0.971 0.575
H -1.762 -0.032 1.785
H -1.522 -0.565 -2.500
H -0.629 0.911 -1.821
H -3.510 0.026 -1.138
H -2.597 1.480 -0.445
H -2.468 -0.928 0.792
```

=====

b:
Formula: C5H12O2
Source: OMol25
Level of theory: wB97M-V/def2-TZVPD

The calculation puts the highest occupied orbital energy at -10.0 eV. For the HOMO-LUMO gap, the calculation gives 10.9 eV. The molecular weight comes out at 104.1 g mol⁻¹. As for the multiplicity: 1.

The geometry in XYZ format:
```
19
C5H12O2 | OMol25 | wB97M-V/def2-TZVPD
C -1.368 1.736 1.442
C -1.405 0.511 0.531
C -0.029 0.254 -0.081
O 0.947 0.115 0.965
C 0.055 -0.924 -1.053
C 1.501 -1.169 -1.498
O 2.300 -1.745 -0.487
H -2.332 1.923 1.924
H -0.608 1.606 2.218
H -1.096 2.630 0.869
H -2.147 0.645 -0.267
H -1.718 -0.380 1.097
H 0.284 1.159 -0.618
H 0.706 -0.677 1.467
H -0.568 -0.715 -1.934
H -0.340 -1.840 -0.590
H 1.931 -0.211 -1.835
H 1.530 -1.857 -2.348
H 2.356 -1.062 0.199
```

=====

c:
Formula: C5H12O2
Source: OMol25
Level of theory: wB97M-V/def2-TZVPD

The calculation puts the highest occupied orbital energy at -8.0 eV. For the HOMO-LUMO gap, the calculation gives 8.6 eV. The molecular weight comes out at 104.1 g mol⁻¹. As for the multiplicity: 1.

The geometry in XYZ format:
```
19
C5H12O2 | OMol25 | wB97M-V/def2-TZVPD
C -0.633 2.642 -0.779
C -1.121 1.591 0.174
C -0.595 0.393 0.445
O -1.238 -0.393 1.358
C 0.596 -0.216 -0.276
C 1.486 -1.197 0.491
O 0.702 -2.186 1.167
H -1.391 2.871 -1.540
H -0.430 3.580 -0.247
H 0.282 2.359 -1.310
H -1.171 -2.510 -1.846
H -2.038 1.820 0.714
H 1.253 0.587 -0.625
H -0.717 -1.203 1.490
H 0.229 -0.721 -1.176
H -0.925 -2.583 -1.149
H 2.122 -0.664 1.210
H 2.142 -1.704 -0.230
H 1.211 -2.525 1.914
```

=====

d:
Formula: C5H12O2
Source: OMol25
Level of theory: wB97M-V/def2-TZVPD

The calculation puts the highest occupied orbital energy at -8.5 eV. For the HOMO-LUMO gap, the calculation gives 8.6 eV. The molecular weight comes out at 104.1 g mol⁻¹. As for the multiplicity: 1.

The geometry in XYZ format:
```
19
C5H12O2 | OMol25 | wB97M-V/def2-TZVPD
C 2.352 -0.496 0.738
C 1.515 0.199 -0.336
C 0.130 -0.351 -0.493
O -0.373 0.114 1.553
C -0.899 0.189 -1.274
C -2.508 0.111 -0.296
O -2.512 0.954 0.659
H 3.398 -0.178 0.688
H 1.971 -0.295 1.741
H 2.325 -1.583 0.597
H 1.987 0.037 -1.318
H 1.489 1.289 -0.207
H 0.052 -1.416 -0.273
H 0.107 0.943 1.687
H -1.274 -0.498 -2.032
H -0.784 1.218 -1.617
H -2.434 -0.972 -0.060
H -3.200 0.287 -1.137
H -1.341 0.450 1.380
```

=====

Most stable structure, least stable structure: b, d.

=====

a:
Formula: H18O9
Source: OMol25
Level of theory: wB97M-V/def2-TZVPD

The calculation puts the highest occupied orbital energy at -10.6 eV. For the HOMO-LUMO gap, the calculation gives 10.1 eV. The molecular weight comes out at 162.1 g mol⁻¹. As for the multiplicity: 1.

The geometry in XYZ format:
```
27
H18O9 | OMol25 | wB97M-V/def2-TZVPD
O 23.865 -4.333 19.817
H 23.800 -3.470 19.371
H 22.954 -4.619 19.942
O 25.987 -3.244 17.307
H 25.518 -2.925 18.079
H 26.736 -2.641 17.220
O 25.999 0.701 24.219
H 26.680 0.090 24.515
H 25.524 0.229 23.520
O 23.919 -3.111 22.356
H 24.059 -3.543 21.497
H 24.727 -3.283 22.850
O 23.843 -0.296 22.670
H 23.574 -1.218 22.485
H 23.046 0.227 22.535
O 27.752 -2.269 20.865
H 26.963 -1.802 20.536
H 27.445 -2.752 21.635
O 25.337 -0.982 20.362
H 24.896 -0.615 21.145
H 24.613 -1.294 19.809
O 27.421 -0.697 17.600
H 28.374 -0.580 17.529
H 27.194 -0.328 18.462
O 23.314 -1.980 18.379
H 22.763 -1.912 17.591
H 22.682 -1.981 19.110
```

=====

b:
Formula: H18O9
Source: OMol25
Level of theory: wB97M-V/def2-TZVPD

The calculation puts the highest occupied orbital energy at -10.6 eV. For the HOMO-LUMO gap, the calculation gives 10.6 eV. The molecular weight comes out at 162.1 g mol⁻¹. As for the multiplicity: 1.

The geometry in XYZ format:
```
27
H18O9 | OMol25 | wB97M-V/def2-TZVPD
O 0.632 1.678 -1.865
H 1.558 1.681 -2.108
H 0.164 1.660 -2.700
O -2.922 -1.708 0.473
H -3.256 -0.839 0.696
H -3.594 -2.312 0.789
O 1.501 1.957 2.098
H 1.756 1.058 2.304
H 2.304 2.466 2.211
O 0.222 3.466 0.268
H 0.349 2.883 -0.480
H 0.542 2.966 1.019
O -1.188 -1.977 -1.484
H -1.851 -1.918 -0.796
H -1.633 -1.668 -2.273
O 2.289 -1.987 1.064
H 2.666 -1.456 1.765
H 1.694 -1.393 0.606
O 0.146 -0.360 0.262
H 0.479 0.244 -0.403
H -0.550 -0.844 -0.182
O -1.695 1.554 2.164
H -1.556 2.308 2.737
H -1.010 1.629 1.499
O 1.172 -3.371 -2.537
H 1.085 -2.790 -3.293
H 0.695 -2.927 -1.836
```

=====

Most stable structure, least stable structure: a, b.

=====

a:
Formula: H18O9
Source: OMol25
Level of theory: wB97M-V/def2-TZVPD

The calculation puts the highest occupied orbital energy at -10.5 eV. For the HOMO-LUMO gap, the calculation gives 10.4 eV. The molecular weight comes out at 162.1 g mol⁻¹. As for the multiplicity: 1.

The geometry in XYZ format:
```
27
H18O9 | OMol25 | wB97M-V/def2-TZVPD
H -0.448 1.513 0.986
H 0.354 0.383 1.638
H -0.037 -2.954 0.202
H -1.001 -4.017 0.672
H -2.832 2.427 0.614
H -3.974 1.398 0.616
H -0.691 -1.749 -2.036
H -1.466 -0.928 -2.978
H 4.653 1.441 2.901
H 4.514 0.104 3.676
H -1.056 4.367 -1.141
H -0.312 5.235 -2.202
H 2.772 0.474 -1.848
H 3.822 -0.480 -2.481
H -2.618 -0.696 0.864
H -3.012 -1.572 1.890
H 2.061 -2.138 -2.081
H 0.820 -2.589 -1.349
O -0.339 1.022 1.857
O -0.681 -3.190 0.879
O -3.605 2.089 1.191
O -1.515 -1.672 -2.467
O 4.070 0.634 3.031
O -0.434 4.278 -1.890
O 3.736 0.284 -1.905
O -2.817 -1.651 1.017
O 1.391 -1.821 -1.456
```

=====

b:
Formula: H18O9
Source: OMol25
Level of theory: wB97M-V/def2-TZVPD

The calculation puts the highest occupied orbital energy at -10.7 eV. For the HOMO-LUMO gap, the calculation gives 10.5 eV. The molecular weight comes out at 162.1 g mol⁻¹. As for the multiplicity: 1.

The geometry in XYZ format:
```
27
H18O9 | OMol25 | wB97M-V/def2-TZVPD
O -0.323 -1.122 -2.532
H -0.775 -0.462 -1.994
H 0.029 -0.679 -3.278
O -0.583 -3.204 -0.054
H -0.903 -2.369 0.190
H -0.682 -3.172 -0.967
O -0.363 2.238 1.045
H 0.507 1.923 1.140
H -0.307 2.982 1.626
O 1.508 1.703 3.737
H 1.033 2.334 4.236
H 0.834 1.261 3.241
O 1.352 1.024 -1.334
H 0.625 1.616 -1.440
H 1.927 1.520 -0.722
O 1.929 -1.370 -0.396
H 1.259 -2.006 -0.646
H 1.636 -0.558 -0.819
O -3.094 -0.051 -2.529
H -3.125 0.314 -3.392
H -3.279 0.712 -1.981
O -1.167 -0.493 0.400
H -1.607 0.197 -0.070
H -0.479 -0.086 0.919
O 1.169 -0.393 1.893
H 1.373 -1.044 2.586
H 1.506 -0.816 1.139
```

=====

c:
Formula: H18O9
Source: OMol25
Level of theory: wB97M-V/def2-TZVPD

The calculation puts the highest occupied orbital energy at -10.5 eV. For the HOMO-LUMO gap, the calculation gives 9.9 eV. The molecular weight comes out at 162.1 g mol⁻¹. As for the multiplicity: 1.

The geometry in XYZ format:
```
27
H18O9 | OMol25 | wB97M-V/def2-TZVPD
O 2.570 0.989 0.654
H 2.463 0.171 0.155
H 3.407 1.362 0.358
O -0.849 0.539 -0.627
H -0.045 0.453 -1.155
H -0.735 -0.062 0.119
O -3.614 0.458 -1.503
H -3.825 1.383 -1.653
H -2.721 0.472 -1.121
O 1.526 -0.615 2.988
H 1.121 -1.146 2.294
H 2.142 -0.026 2.530
O 0.292 -1.877 0.676
H 1.122 -2.303 0.433
H -0.381 -2.329 0.154
O 1.425 -0.875 -2.084
H 0.777 -1.579 -2.212
H 2.206 -1.161 -2.572
O 1.851 1.178 -4.453
H 1.329 0.567 -3.921
H 2.207 0.648 -5.173
O -2.772 1.347 1.726
H -2.165 1.983 2.118
H -3.585 1.838 1.575
O -1.469 -0.690 3.807
H -0.544 -0.433 3.919
H -1.733 -0.294 2.967
```

=====

Most stable structure, least stable structure: c, a.